(1)
Density functional theory data (ωB97M-V with the def2-TZVPD basis set) for a single C24H25NO3 molecule in a non-equilibrium geometry.

Last column: Löwdin charge in e.
Geometry (Å):
C 0.009 2.674 2.521  -0.123
C -0.390 1.806 1.357  -0.132
N -0.299 0.353 1.677  -0.123
C -1.242 0.092 2.905  -0.077
C -0.835 0.921 4.098  -0.132
C 0.389 1.793 3.726  -0.294
C 1.530 0.846 3.304  -0.124
C 1.088 0.003 2.130  -0.126
H 0.859 3.308 2.228  0.120
H -0.817 3.353 2.796  0.126
H -1.431 1.962 1.078  0.098
H 0.223 1.964 0.467  0.142
H -2.250 0.328 2.567  0.125
H -1.194 -0.977 3.124  0.128
H -1.656 1.573 4.439  0.124
H -0.570 0.285 4.961  0.121
H 0.696 2.413 4.575  0.140
H 2.414 1.443 3.031  0.122
H 1.822 0.207 4.155  0.122
H 1.086 -1.065 2.361  0.137
H 1.725 0.150 1.266  0.104
C 4.423 -4.254 -1.447  -0.077
O 3.081 -4.554 -1.070  -0.094
C 2.209 -3.536 -0.847  -0.267
C 2.561 -2.180 -0.971  -0.001
C 1.607 -1.206 -0.677  -0.051
C 0.336 -1.555 -0.165  -0.203
C -0.743 -0.511 0.168  -0.062
C -1.240 0.082 -1.059  -0.071
C -2.369 1.021 -1.008  -0.328
O -2.948 1.426 0.021  0.000
C -2.594 1.572 -2.361  -0.106
C -1.617 1.070 -3.201  -0.110
C -1.444 1.552 -4.498  -0.010
C -2.291 2.564 -4.961  -0.072
C -3.354 3.023 -4.133  -0.076
C -3.512 2.516 -2.838  -0.009
C -0.791 0.041 -2.489  -0.295
O 0.071 -0.577 -3.116  0.055
C 0.021 -2.915 -0.005  -0.024
C 0.928 -3.894 -0.365  0.005
H 4.933 -5.223 -1.511  0.096
H 4.452 -3.744 -2.417  0.096
H 4.887 -3.619 -0.686  0.090
H 3.584 -1.898 -1.271  0.110
H 1.832 -0.145 -0.792  0.123
H -1.637 -0.946 0.704  0.143
H -0.678 1.120 -5.134  0.114
H -2.192 2.955 -5.983  0.102
H -4.072 3.736 -4.554  0.100
H -4.352 2.801 -2.223  0.109
H -0.946 -3.200 0.387  0.115
H 0.701 -4.954 -0.267  0.118

The value obtained for the total energy is -1209.94224 a.u. As for the SMILES: COc1ccc([C@H](C2=C([O-])c3ccccc3C2=O)[N+]23CCC(CC2)CC3)cc1. The calculation puts the lowest unoccupied orbital energy at 0.428 eV. The HOMO energy is -7.30 eV. The HOMO-LUMO gap is 7.73 eV.

=====

(2)
Density functional theory data (ωB97M-V with the def2-TZVPD basis set) for a molecular structure, C22H25N6O17V in a non-equilibrium geometry.

Last column: Löwdin charge in e.
Geometry (Å):
O 0.222 0.241 -0.011  -0.349
V -1.214 0.004 0.485  0.961
O -2.301 -0.035 -0.705  -0.384
N -1.119 -3.338 -0.865  -0.681
O -1.933 -3.259 0.050  -0.049
O -0.668 -2.329 -1.360  -0.070
O -0.654 -4.424 -1.234  -0.074
O -1.596 -1.053 2.493  -0.325
C -1.764 0.105 3.271  -0.394
C -2.353 1.496 2.710  -0.356
O -1.869 1.967 1.446  -0.371
H -0.900 0.290 3.910  0.073
H -2.536 -0.130 4.003  0.078
H -2.426 2.271 3.473  0.076
H -3.424 1.393 2.538  0.063
C -2.853 0.703 -3.296  0.019
N -2.860 1.288 -4.653  -0.447
O -3.719 2.050 -4.968  0.054
O -1.903 0.970 -5.413  0.009
H -2.467 -0.314 -3.377  0.108
H -3.829 0.779 -2.817  0.087
H -2.210 1.384 -2.738  0.103
C 0.978 3.528 2.754  0.041
N 1.835 2.505 2.152  -0.435
O 2.462 1.858 2.919  0.068
O 1.963 2.430 0.923  0.040
H 1.658 4.379 2.789  0.100
H 0.775 3.150 3.756  0.098
H 0.030 3.615 2.223  0.090
C 3.815 -1.159 2.024  -0.084
C 2.522 -1.536 1.722  -0.076
C 2.316 -2.602 0.892  0.049
C 3.470 -3.317 0.321  -0.095
C 4.761 -2.979 0.662  -0.043
C 4.881 -1.886 1.529  -0.098
N 3.276 -4.419 -0.710  -0.327
O 4.216 -4.533 -1.512  0.013
O 2.274 -5.121 -0.676  0.096
H 3.992 -0.299 2.653  0.091
H 1.708 -0.969 2.150  0.104
H 1.282 -2.840 0.690  0.117
H 5.637 -3.487 0.285  0.109
H 5.894 -1.583 1.748  0.092
C 3.848 1.148 -1.362  -0.048
C 4.199 2.515 -1.431  -0.042
C 5.420 2.814 -2.074  -0.006
C 6.175 1.816 -2.777  -0.141
C 5.741 0.459 -2.719  0.007
C 4.591 0.119 -1.951  -0.036
N 7.345 2.079 -3.623  -0.350
O 7.630 1.359 -4.605  0.035
O 8.045 3.029 -3.317  0.049
H 3.019 0.832 -0.747  0.089
H 3.563 3.207 -0.899  0.091
H 5.771 3.835 -2.114  0.099
H 6.300 -0.347 -3.170  0.107
H 4.253 -0.906 -1.911  0.106
C -6.919 1.100 -0.227  -0.112
C -7.980 0.268 0.167  -0.065
C -7.661 -0.862 0.930  -0.025
C -6.353 -1.193 1.186  -0.182
C -5.368 -0.350 0.888  0.033
C -5.620 0.812 0.043  -0.027
N -5.979 -2.415 1.921  -0.306
O -4.818 -2.813 1.963  0.122
O -6.954 -3.027 2.418  0.010
H -7.023 2.024 -0.776  0.097
H -9.012 0.494 -0.056  0.091
H -8.380 -1.580 1.296  0.106
H -4.353 -0.683 1.045  0.109
H -4.849 1.469 -0.330  0.106

The value obtained for the total energy is -3404.37078 a.u. The calculation puts the lowest unoccupied orbital energy at 2.922 eV. The HOMO energy is -2.45 eV. As for the charge: -2. The HOMO-LUMO gap is 5.37 eV.

=====

(3)
Density functional theory data (ωB97M-V with the def2-TZVPD basis set) for 2 unconnected molecules or ions with the total composition C27H23N2O2 in a non-equilibrium geometry.

Last column: Löwdin charge in e.
Geometry (Å):
C 5.280 4.137 -0.371  -0.036
O 5.164 2.775 -0.806  -0.051
C 3.963 2.140 -0.900  -0.202
C 4.017 0.756 -1.246  0.032
C 2.885 -0.012 -1.167  0.017
C 1.615 0.560 -0.804  -0.183
C 0.531 -0.320 -0.617  0.076
C -0.792 0.018 -0.231  -0.193
C -1.833 -0.847 -0.683  0.014
C -3.152 -0.623 -0.356  0.037
C -3.475 0.543 0.353  -0.205
O -4.815 0.757 0.667  0.004
C -5.542 1.588 -0.188  -0.253
C -6.484 0.979 -1.024  -0.003
C -7.134 1.769 -1.974  -0.069
C -6.893 3.149 -2.017  -0.081
C -5.990 3.746 -1.125  -0.069
C -5.285 2.959 -0.208  -0.011
C -2.496 1.454 0.778  0.029
C -1.158 1.135 0.576  0.005
C 1.556 1.991 -0.699  0.019
C 2.712 2.751 -0.627  0.022
H 6.346 4.333 -0.458  0.102
H 4.723 4.821 -1.016  0.100
H 4.967 4.258 0.669  0.103
H 4.980 0.333 -1.516  0.133
H 2.921 -1.076 -1.411  0.120
H 0.720 -1.379 -0.822  0.109
H -1.569 -1.675 -1.339  0.130
H -3.945 -1.300 -0.666  0.135
H -6.654 -0.094 -0.941  0.122
H -7.840 1.299 -2.663  0.111
H -7.433 3.773 -2.740  0.110
H -5.825 4.825 -1.132  0.109
H -4.547 3.380 0.475  0.106
H -2.812 2.383 1.255  0.122
H -0.385 1.778 0.998  0.116
H 0.581 2.481 -0.698  0.120
H 2.668 3.809 -0.353  0.121
C 3.797 -5.271 0.181  -0.081
C 2.994 -4.130 -0.044  -0.024
C 2.332 -3.544 1.041  -0.237
C 2.493 -4.146 2.315  -0.214
C 3.275 -5.255 2.561  -0.018
C 3.941 -5.825 1.467  -0.078
N 1.731 -3.382 3.184  0.103
C 1.147 -2.374 2.475  -0.133
N 1.491 -2.445 1.185  0.094
H 4.323 -5.744 -0.656  0.106
H 2.863 -3.688 -1.037  0.099
H 3.333 -5.618 3.588  0.116
H 4.570 -6.698 1.614  0.105
H 1.644 -3.574 4.176  0.164
H 0.494 -1.660 2.975  0.128

The value obtained for the total energy is -1302.39814 a.u. The calculation puts the lowest unoccupied orbital energy at -4.928 eV. The HOMO energy is -10.92 eV. As for the charge: +1. The HOMO-LUMO gap is 6.00 eV.

=====

(4)
Density functional theory data (ωB97M-V with the def2-TZVPD basis set) for 2 unconnected molecules or ions with the total composition CH4Cl2O2P in a non-equilibrium geometry.

Last column: Löwdin charge in e.
Geometry (Å):
C -1.218 -0.270 0.770  -0.083
O -0.276 0.914 -2.056  0.031
O 0.167 -0.600 0.905  -0.417
P 1.466 -0.031 0.071  0.177
Cl 2.771 -1.505 -0.030  0.459
Cl 2.067 1.585 0.919  0.497
H -1.583 0.446 1.543  0.110
H -1.856 -1.210 0.943  0.137
H -1.298 0.246 -0.184  0.050
H -0.242 0.426 -2.881  0.040

The value obtained for the total energy is -1452.33841 a.u. As for the spin multiplicity: 3. The calculation puts the lowest unoccupied orbital energy (alpha / beta) at -4.294 / -7.748 eV. The HOMO energy (alpha / beta) is -14.87 / -16.16 eV. As for the charge: +1. The HOMO-LUMO gap (alpha / beta) is 10.58 / 8.42 eV.